The following is a DFT calculation (ωB97M-V with the def2-TZVPD basis set) of a molecular structure, C45H39N5O3PbS4.

```
97
C45H39N5O3PbS4 | the OMol25 dataset | ωB97M-V with the def2-TZVPD basis set
Pb 0.603 0.890 -0.345
N 3.879 4.031 0.860
C 3.102 2.976 0.487
S 1.464 3.380 0.042
N 3.680 1.819 0.500
N 2.946 0.719 0.081
C 3.684 -0.344 0.052
C 3.400 -1.681 -0.397
C 4.491 -2.573 -0.364
C 4.401 -3.863 -0.824
C 3.176 -4.293 -1.358
C 2.090 -3.458 -1.392
C 2.145 -2.126 -0.895
O 1.086 -1.396 -0.889
H 3.459 4.934 0.968
H 4.805 3.852 1.203
H 4.709 -0.177 0.382
H 5.431 -2.209 0.036
H 5.257 -4.523 -0.797
H 3.085 -5.301 -1.746
H 1.144 -3.797 -1.795
C -0.872 -0.072 8.585
C -0.809 -0.130 7.083
C 0.395 0.078 6.412
C 0.463 0.021 5.030
C -0.694 -0.248 4.319
C -1.914 -0.420 4.956
C -1.960 -0.370 6.339
S -0.667 -0.413 2.552
O 0.474 0.454 2.069
C -0.006 -2.085 2.438
C 1.392 -2.241 2.371
C 1.921 -3.485 2.222
C 1.078 -4.616 2.098
C 1.612 -5.909 1.873
C 0.789 -6.989 1.738
C -0.612 -6.828 1.815
C -1.156 -5.594 2.028
C -0.324 -4.455 2.179
C -0.865 -3.148 2.371
C -2.324 -2.979 2.609
C -2.864 -3.391 3.867
C -2.037 -3.839 4.929
C -2.575 -4.180 6.135
C -3.969 -4.104 6.345
C -4.788 -3.668 5.345
C -4.257 -3.287 4.088
C -5.086 -2.757 3.066
C -4.550 -2.316 1.894
C -3.162 -2.432 1.677
S -2.528 -1.776 0.116
O -3.680 -1.034 -0.472
C -2.388 -3.331 -0.750
C -3.511 -3.966 -1.255
C -3.349 -5.156 -1.946
C -2.084 -5.710 -2.137
C -1.911 -6.999 -2.892
C -0.975 -5.044 -1.622
C -1.116 -3.849 -0.936
H 0.108 -0.245 9.027
H -1.562 -0.820 8.974
H -1.221 0.907 8.919
H 1.292 0.291 6.981
H 1.392 0.196 4.503
H -2.813 -0.577 4.372
H -2.907 -0.513 6.846
H 2.020 -1.360 2.413
H 2.995 -3.622 2.163
H 2.687 -6.016 1.801
H 1.206 -7.972 1.563
H -1.257 -7.689 1.701
H -2.231 -5.473 2.066
H -0.966 -3.883 4.782
H -1.929 -4.503 6.940
H -4.384 -4.389 7.303
H -5.857 -3.594 5.500
H -6.154 -2.693 3.237
H -5.156 -1.860 1.123
H -4.490 -3.525 -1.122
H -4.218 -5.664 -2.344
H -2.849 -7.324 -3.337
H -1.554 -7.791 -2.231
H -1.177 -6.885 -3.690
H 0.015 -5.458 -1.774
H -0.255 -3.301 -0.570
S -2.425 2.247 2.042
C -3.532 2.797 0.923
N -3.971 2.130 -0.159
C -5.060 2.818 -0.832
C -5.024 4.216 -0.183
N -4.155 3.998 0.961
H -3.818 1.125 -0.226
H -6.014 2.315 -0.654
H -4.892 2.860 -1.908
H -6.016 4.539 0.136
H -4.617 4.970 -0.861
H -3.785 4.735 1.534
```

As for the energy above the lowest of the compared OMol25 structures with the same formula, charge and spin: 0.0000 eV. The electronic energy comes out at -109481.557 eV. For the HOMO energy, the calculation gives -7.0 eV. The LUMO energy is 0.099 eV. For the HOMO-LUMO gap, the calculation gives 0.260 hartree.